[1]
The following is a quantum chemistry calculation of C6H9N4S as an isolated structure in a non-equilibrium geometry, from the Open Molecules 2025 dataset.

```
20
Properties=species:S:1:pos:R:3:lowdin_charge:R:1
S -0.802 0.894 -1.578 0.854
N 1.554 -0.662 -0.556 0.096
N -1.825 1.541 1.106 -0.027
N 0.363 -1.347 -0.595 -0.131
N -0.491 3.214 0.296 0.039
C -1.950 0.437 1.544 0.103
C -0.808 -0.603 -0.932 -0.580
C 2.526 -1.496 -0.148 -0.012
C 1.933 -2.702 0.192 0.000
C -1.561 2.345 0.073 -0.422
C 0.575 -2.556 -0.055 0.011
H -0.389 4.036 -0.324 0.110
H 3.595 -1.117 -0.144 0.169
H -1.586 -1.378 -1.212 0.097
H 1.567 0.114 -1.173 0.112
H -0.235 -3.234 0.160 0.150
H -2.737 0.189 2.312 0.099
H -2.441 2.635 -0.491 0.132
H 0.258 3.197 0.987 0.108
H 2.454 -3.510 0.540 0.091
```

Calculated values
E_LUMO, Eh: -0.1622
HOMO-LUMO gap, eV: 6.6224
Charge: +1
ΔE to the lowest compared entry with this formula, charge and spin, kcal per mole: 105.5



[2]
The following is a quantum chemistry calculation of the molecule CHCl3 in a non-equilibrium geometry, from the Open Molecules 2025 dataset.

```
5
Properties=species:S:1:pos:R:3:lowdin_charge:R:1
Cl -1.208 1.253 0.041 0.482
Cl -0.510 -1.459 0.886 0.492
Cl 0.669 -0.271 -1.595 0.505
C 0.102 0.023 0.066 -1.492
H 0.947 0.454 0.602 0.013
```

Calculated values
SMILES: ClC(Cl)Cl
E_LUMO, Eh: 0.0211
HOMO-LUMO gap, eV: 11.7832
ΔE to the lowest compared entry with this formula, charge and spin, kcal per mole: 1.3



[3]
The following is a quantum chemistry calculation of C55H49BN7O4RbS2 as an isolated structure, from the Open Molecules 2025 dataset.

```
119
Properties=species:S:1:pos:R:3:lowdin_charge:R:1
Rb -0.439 0.441 -0.880 0.701
S 4.124 -1.115 -0.520 0.553
S -2.064 -2.009 -6.008 1.047
O -0.978 2.330 2.908 0.171
O 10.808 -0.667 0.578 0.065
O -1.966 4.280 2.162 0.197
O 10.768 0.080 -1.494 0.072
N -1.793 -1.549 -3.475 0.108
N 0.960 -3.396 -0.489 0.073
N -0.050 -2.607 0.017 0.001
N -0.565 2.926 0.531 0.029
N 1.143 -1.682 -2.057 0.057
N 2.697 -1.872 -3.787 0.127
N -2.058 -1.142 1.276 0.086
C 6.539 -0.433 -1.626 -0.139
C 3.142 -3.116 -3.371 -0.197
C 2.974 -4.938 -1.815 -0.026
C -1.848 2.491 5.217 0.003
C -1.873 -2.922 -3.629 -0.292
C 10.126 -0.398 -0.383 -0.503
C 6.608 -1.145 0.665 -0.132
C 5.820 -0.886 -0.489 -0.780
C 4.163 -3.781 -4.047 -0.021
C -3.030 -7.202 -1.817 -0.060
C -3.089 4.842 4.276 0.063
C 0.403 7.864 0.490 -0.134
C -0.527 -7.069 -1.916 -0.042
C -1.043 -1.641 3.376 -0.021
C 4.578 -5.018 -3.601 -0.090
C -4.733 6.497 5.927 -0.078
C -0.044 -2.487 1.279 -0.104
C -2.297 4.064 3.460 -0.188
C 0.945 5.535 0.796 -0.054
C 3.983 -5.602 -2.484 -0.087
C -1.095 2.674 -4.124 -0.172
C -0.599 7.498 -0.407 -0.114
C -3.016 -0.308 3.308 -0.068
C -2.650 3.275 6.048 -0.054
C -2.037 -5.629 -4.179 -0.060
C 7.973 -0.983 0.671 -0.043
C -0.283 3.735 -0.466 -0.093
C -1.820 -6.259 -1.738 -0.554
C -2.021 -0.926 4.043 -0.077
C 2.539 -3.690 -2.250 -0.112
C -1.817 -3.847 -2.581 0.047
C -2.023 -3.373 -4.946 -0.496
C 1.181 6.875 1.080 -0.110
C -3.296 5.691 7.779 -0.057
C -1.091 -1.729 1.987 -0.273
C -0.808 6.165 -0.721 -0.058
C -2.202 2.416 -6.257 -0.143
C -1.901 -5.205 -2.845 -0.173
C 1.500 -2.923 -1.562 -0.341
C -1.882 -0.926 -4.602 -0.508
C -2.983 -0.448 1.927 -0.129
C -2.104 -4.732 -5.228 -0.098
C -1.799 -5.628 -0.345 -0.064
C -4.143 5.245 6.579 -0.565
C 8.668 -0.541 -0.464 -0.184
C -1.789 0.527 -4.810 -0.319
C -5.307 4.378 7.077 -0.058
C -3.277 4.439 5.605 -0.185
C -0.058 5.157 -0.105 -0.266
C 1.734 -1.222 -3.098 -0.179
C -2.304 1.061 -6.006 -0.122
C -1.162 1.298 -3.805 -0.134
C 7.906 -0.269 -1.610 -0.064
C -1.585 3.226 -5.303 -0.133
C -1.689 2.897 3.912 -0.219
B -1.099 3.213 1.784 -0.676
H -2.452 6.298 7.444 0.090
H -1.495 4.295 -5.485 0.081
H 2.513 -5.354 -0.928 0.108
H 0.749 -2.936 1.881 0.124
H -3.960 -6.638 -1.713 0.088
H -0.234 -2.123 3.913 0.109
H -0.908 -5.015 -0.203 0.053
H 3.160 -1.399 -4.543 0.150
H -3.740 0.028 1.312 0.115
H 1.443 -0.243 -3.478 0.127
H -4.947 3.476 7.576 0.073
H 0.340 -6.408 -1.852 0.074
H -3.898 6.287 8.472 0.077
H 5.978 -0.210 -2.525 0.083
H -1.210 8.264 -0.874 0.087
H 8.546 -1.194 1.566 0.109
H -3.949 7.172 5.577 0.086
H 0.581 8.909 0.716 0.081
H -0.443 -7.830 -1.133 0.081
H -1.355 1.598 5.585 0.109
H -0.501 -7.571 -2.886 0.076
H -1.563 5.879 -1.446 0.105
H -1.999 -0.840 5.122 0.101
H -2.804 0.424 -6.733 0.062
H -5.341 7.036 6.657 0.079
H 1.545 4.763 1.267 0.113
H -2.779 2.960 7.078 0.099
H 5.379 -5.531 -4.118 0.097
H -3.534 5.742 3.873 0.115
H -2.601 2.838 -7.173 0.079
H 1.969 7.147 1.774 0.089
H -5.372 6.244 5.078 0.085
H 10.110 0.277 -2.169 0.065
H -5.936 4.069 6.239 0.088
H -2.211 -5.086 -6.247 0.098
H -2.681 -5.006 -0.174 0.092
H -1.693 -3.452 -1.579 0.093
H 6.097 -1.486 1.557 0.085
H -3.069 -7.743 -2.765 0.067
H -0.642 3.346 -3.397 0.046
H -1.788 -6.420 0.410 0.082
H -5.925 4.937 7.788 0.078
H -2.896 4.836 8.327 0.073
H -2.982 -7.940 -1.011 0.076
H 4.324 -6.568 -2.134 0.095
H -2.086 -6.689 -4.402 0.097
H -3.783 0.289 3.781 0.105
H 4.629 -3.314 -4.907 0.109
H 8.366 0.078 -2.533 0.095
```

Calculated values
E_LUMO, Eh: 0.1205
HOMO-LUMO gap, eV: 5.0156
Charge: -2
ΔE to the lowest compared entry with this formula, charge and spin, kcal per mole: 32.5



[4]
The following is a quantum chemistry calculation of C40H45Cl5LaN3O4Te as an isolated structure in a non-equilibrium geometry, from the Open Molecules 2025 dataset.

```
99
Properties=species:S:1:pos:R:3:lowdin_spin:R:1
La -0.352 -1.954 0.870 0.035
Te 0.602 0.308 -1.502 0.336
Cl 4.663 -6.363 2.398 0.000
Cl 3.998 -4.206 0.222 0.000
Cl -1.220 -4.476 1.547 0.001
Cl -0.566 -6.633 3.688 0.000
Cl 2.384 -7.576 4.144 0.000
O 3.180 0.799 0.807 0.013
O 1.195 -3.417 0.192 0.001
O -1.689 -2.296 -1.210 0.002
O -1.959 -0.720 2.126 0.000
N -2.310 1.450 2.654 0.000
N 1.101 -0.224 0.590 0.264
N -4.078 0.079 2.006 0.000
C -0.357 2.383 -4.117 0.010
C 2.586 -0.946 2.293 0.013
C -1.621 2.173 -0.613 0.004
C -2.771 0.250 2.276 0.000
C 1.913 -2.414 4.099 0.000
C -2.076 5.776 0.528 0.000
C -4.602 -1.203 1.578 0.000
C -1.431 4.500 0.060 0.002
C -0.236 2.129 -0.848 0.009
C 2.305 0.012 1.141 0.024
C -0.069 4.424 -0.176 0.000
C 1.117 2.078 -4.131 0.028
C -3.407 -3.648 -2.141 0.000
C 3.047 -5.843 2.166 0.000
C 3.059 0.891 -3.265 0.007
C 1.462 -4.395 1.024 0.000
C 3.887 -1.426 2.418 0.002
C 1.711 1.249 -3.197 0.161
C 0.463 -5.006 1.792 0.000
C -5.040 1.166 2.185 0.000
C 0.717 -5.979 2.756 0.000
C 2.771 -4.873 1.218 0.000
C -2.193 3.360 -0.167 -0.001
C 0.555 3.260 -0.634 0.004
C -1.982 -3.299 -1.857 0.003
C -2.565 1.020 -0.860 0.011
C 4.190 -2.405 3.350 0.001
C 3.201 -2.916 4.183 -0.001
C 3.827 1.484 -4.263 0.003
C -0.874 1.700 2.757 0.000
C -4.577 2.076 3.300 0.000
C -3.188 2.573 2.973 0.000
C 1.609 -1.432 3.156 0.003
C 2.031 3.330 -0.911 0.002
C 1.924 2.646 -5.114 0.010
C -0.926 -4.217 -2.378 0.000
C 4.157 3.022 -6.222 0.000
C 3.737 -0.093 -2.341 0.021
C 3.286 2.379 -5.179 -0.003
C 2.025 -6.395 2.953 0.000
H -0.689 2.707 -5.103 0.001
H 0.617 -0.984 3.194 0.001
H 3.083 -0.908 -2.027 0.012
H 3.562 3.563 -6.957 0.000
H -0.948 1.507 -3.837 0.006
H 5.202 -2.784 3.419 0.000
H 2.474 4.126 -0.315 0.000
H -3.548 -3.822 -3.208 0.000
H -2.750 3.104 3.819 0.000
H -1.129 -5.233 -2.032 0.000
H 4.879 1.225 -4.331 0.000
H -3.208 3.266 2.124 0.000
H -0.510 1.508 3.768 0.000
H -2.200 0.063 -0.489 0.005
H 4.644 -1.022 1.759 0.000
H 2.545 2.401 -0.668 0.001
H -1.337 6.561 0.677 0.000
H 2.213 3.558 -1.964 0.000
H -3.267 3.395 -0.001 0.000
H 3.440 -3.686 4.905 0.000
H -4.563 1.522 4.241 0.000
H -5.067 -1.745 2.403 0.000
H -3.635 -4.590 -1.636 0.000
H 4.594 -0.539 -2.846 0.001
H -4.075 -2.863 -1.798 0.000
H -2.752 0.879 -1.928 0.002
H -5.260 2.917 3.411 0.000
H -3.522 1.218 -0.374 0.001
H 0.548 5.299 -0.004 0.000
H -0.994 -4.237 -3.469 0.000
H -5.145 1.723 1.247 0.000
H -0.703 2.748 2.509 0.000
H -2.606 5.629 1.471 0.000
H -0.316 1.100 2.042 0.000
H 1.146 -2.763 4.780 0.000
H -6.007 0.720 2.414 0.000
H -5.352 -1.031 0.805 0.000
H 4.755 2.278 -6.748 0.000
H 0.068 -3.907 -2.068 0.000
H 4.085 0.399 -1.431 0.000
H -2.805 6.136 -0.199 0.000
H 1.477 3.304 -5.852 0.002
H 4.849 3.732 -5.766 0.000
H -0.597 3.177 -3.405 0.000
H -3.811 -1.811 1.150 0.000
```

Calculated values
E_LUMO (alpha / beta), Eh: -0.0894 / -0.1001
HOMO-LUMO gap (alpha / beta), eV: 6.1851 / 7.7505
Charge: +1
Spin multiplicity: 2
ΔE to the lowest compared entry with this formula, charge and spin, kcal per mole: 11.3



[5]
The following is a quantum chemistry calculation of C31H63AlClO12 as an isolated structure, from the Open Molecules 2025 dataset.

```
108
Properties=species:S:1:pos:R:3:lowdin_charge:R:1
Cl -3.322 -0.564 0.612 0.606
Al -3.487 1.743 3.470 0.225
O 5.467 5.312 3.583 0.099
O 4.932 2.124 -1.174 -0.011
O 0.044 -2.046 1.362 0.072
O 0.892 -0.413 2.654 -0.003
O 3.538 0.449 -1.251 0.112
O 4.777 3.556 4.703 0.000
O -0.314 1.244 -5.742 0.000
O -4.670 -7.851 3.329 0.083
O 0.402 -0.595 -4.785 0.101
O -2.498 -5.775 -1.412 0.085
O -1.248 -4.002 -1.085 0.009
O -4.807 -5.706 2.887 0.002
C -4.767 2.441 2.039 -0.318
C 0.964 0.952 0.591 -0.155
C 0.041 -1.412 2.396 -0.534
C 1.689 0.006 1.541 -0.161
C -3.972 1.018 0.064 -0.562
C -2.605 -6.801 2.802 0.014
C -5.158 1.469 0.917 -0.374
C 4.160 2.262 4.741 -0.226
C 5.960 2.942 -1.727 -0.243
C 4.264 1.224 -3.379 0.022
C -4.096 -6.829 3.050 -0.536
C 4.229 1.207 -1.870 -0.513
C -0.236 -3.080 -1.532 -0.217
C -1.166 -0.938 -6.531 0.015
C 1.089 2.456 0.924 -0.186
C -1.568 1.625 2.776 -0.311
C 5.181 1.143 4.744 -0.063
C 5.142 4.156 3.555 -0.527
C -1.804 -4.911 -1.887 -0.534
C -1.608 -4.800 -3.385 0.008
C -0.965 1.926 -6.815 -0.243
C 5.202 3.341 2.285 0.013
C -4.192 -4.411 2.754 -0.218
C -0.279 -0.101 -5.637 -0.520
C -0.926 -1.663 3.512 0.015
C -2.439 2.142 -6.538 -0.062
C -0.841 2.984 2.607 -0.280
C -3.768 -4.132 1.330 -0.064
C -0.812 -1.831 -2.155 -0.058
C -0.204 3.220 1.236 -0.229
C 5.401 4.202 -2.356 -0.062
H 5.198 1.594 -3.798 0.069
H -5.664 0.582 1.299 0.083
H -1.537 3.808 2.800 0.075
H -4.339 3.358 1.617 0.037
H -2.569 2.680 -5.600 0.086
H -3.358 -3.127 1.253 0.021
H -2.433 -4.220 -3.796 0.091
H 5.870 1.265 5.581 0.080
H -1.639 -5.802 -3.805 0.084
H 4.502 2.510 2.256 0.060
H -3.011 -4.834 0.984 0.051
H -5.687 2.729 2.562 0.029
H -1.039 1.047 3.538 0.023
H 4.807 4.753 -1.627 0.083
H 6.211 4.845 -2.704 0.080
H -1.370 -0.496 -7.503 0.068
H 1.830 2.611 1.716 0.092
H 2.542 0.533 1.975 0.109
H 2.094 -0.841 0.989 0.115
H -3.886 0.240 3.994 -0.101
H 4.754 3.975 -3.203 0.068
H -2.895 2.721 -7.342 0.080
H -0.669 -4.337 -3.676 0.065
H -3.362 -4.311 3.455 0.106
H 1.514 2.939 0.037 0.097
H -3.510 2.745 4.751 -0.110
H -2.136 -5.844 3.012 0.067
H 3.593 2.253 5.669 0.125
H -0.074 0.649 0.450 0.102
H -2.142 -7.552 3.438 0.085
H 0.466 -3.590 -2.197 0.114
H -0.614 -1.204 4.448 0.088
H -1.558 1.055 1.848 -0.013
H 0.057 4.286 1.184 0.098
H -2.974 1.196 -6.451 0.069
H -1.900 -1.239 3.256 0.049
H -0.674 -1.894 -6.692 0.090
H 3.441 1.843 -3.736 0.098
H -5.855 1.964 0.223 0.088
H -0.794 1.410 -7.761 0.109
H -0.914 3.046 0.420 0.103
H 6.586 2.379 -2.423 0.114
H -4.955 -3.704 3.072 0.125
H 0.311 -2.807 -0.634 0.092
H 4.681 0.179 4.838 0.082
H -0.456 2.887 -6.883 0.121
H 4.112 0.207 -3.731 0.092
H -2.425 -7.059 1.759 0.095
H -1.477 -1.345 -1.442 0.044
H 6.216 2.961 2.160 0.095
H -0.048 3.064 3.359 0.096
H -1.392 -2.049 -3.055 0.060
H 6.591 3.204 -0.879 0.116
H 3.437 2.157 3.931 0.103
H 4.959 3.991 1.448 0.085
H -4.620 -4.216 0.655 0.090
H 5.772 1.135 3.828 0.066
H -0.016 -1.141 -2.422 0.068
H 1.442 0.783 -0.373 0.080
H -2.109 -1.112 -6.013 0.096
H -1.045 -2.737 3.655 0.079
H -4.296 0.844 -0.963 0.055
H -3.170 1.754 0.044 0.060
```

Calculated values
E_LUMO, Eh: 0.0625
HOMO-LUMO gap, eV: 6.3090
Charge: -1



[6]
The following is a quantum chemistry calculation of the molecule C4H6N2O2 in a non-equilibrium geometry, from the Open Molecules 2025 dataset.

```
14
Properties=species:S:1:pos:R:3:lowdin_charge:R:1
O -0.109 0.587 1.272 0.022
O -0.023 2.968 -1.159 0.048
N -0.097 -1.348 0.173 0.025
N 0.300 0.682 -0.952 0.204
C 0.226 -2.286 -0.903 -0.046
C 0.076 1.949 -0.490 -0.470
C 0.131 -0.030 0.157 -0.461
C -0.155 1.947 1.052 -0.064
H -1.155 2.314 1.568 0.175
H -0.499 -3.129 -0.847 0.101
H -0.564 -1.714 1.131 0.220
H 0.630 2.477 1.582 0.124
H 1.169 -2.731 -0.844 0.062
H 0.069 -1.686 -1.739 0.060
```

Calculated values
SMILES: CNC1=NC(=O)CO1
E_LUMO, Eh: 0.0185
HOMO-LUMO gap, eV: 9.9757
ΔE to the lowest compared entry with this formula, charge and spin, kcal per mole: 31.8



[7]
The following is a quantum chemistry calculation of the molecule C8H7N5O2 in a non-equilibrium geometry, from the Open Molecules 2025 dataset.

```
22
Properties=species:S:1:pos:R:3:lowdin_charge:R:1
O -2.487 0.093 0.007 -0.161
O 3.731 -1.856 -0.487 0.080
N -0.831 -2.320 0.446 0.219
N -0.090 -0.171 -0.022 0.052
N 1.028 1.876 0.184 -0.138
N 3.181 1.272 0.076 0.140
N 1.469 -1.907 -0.115 0.187
C -3.582 0.945 -0.316 -0.081
C 2.704 -1.280 -0.152 -0.385
C 1.121 0.483 0.112 -0.180
C -0.116 2.471 -0.185 0.155
C -1.210 0.595 -0.147 -0.098
C 2.316 2.256 0.186 -0.162
C 2.439 0.151 0.061 -0.167
C 0.186 -1.535 0.104 -0.269
H -0.867 -3.260 0.201 0.100
H 2.724 3.283 0.231 0.141
H -3.527 1.901 0.266 0.103
H 1.652 -2.883 0.019 0.163
H -3.820 1.168 -1.396 0.112
H -1.624 -1.751 0.731 0.116
H -4.398 0.469 0.197 0.075
```

Calculated values
E_LUMO (alpha / beta), Eh: -0.0053 / -0.0005
HOMO-LUMO gap (alpha / beta), eV: 6.3233 / 6.5358
ΔE to the lowest compared entry with this formula, charge and spin, kcal per mole: 83.1



[8]
The following is a quantum chemistry calculation of C15H8Cl4CoIN3O2 as an isolated structure in a non-equilibrium geometry, from the Open Molecules 2025 dataset.

```
34
Properties=species:S:1:pos:R:3:lowdin_spin:R:1
I 6.296 2.230 0.213 0.420
Co -0.295 0.679 0.350 1.067
Cl -5.265 1.937 -4.012 -0.001
Cl -4.863 -1.182 0.412 0.000
Cl -6.559 -0.062 -1.991 0.001
Cl -2.282 2.871 -3.596 0.001
O -2.082 -0.051 0.474 0.004
O -1.032 1.650 -1.140 0.015
N 0.312 -0.234 1.647 0.494
N 1.440 2.673 -0.660 0.007
N 1.418 1.520 0.020 0.014
C 1.381 -1.949 2.950 0.118
C 1.871 -3.389 0.615 -0.005
C -2.262 1.301 -1.407 -0.002
C 2.690 1.281 0.359 0.036
C 2.701 3.164 -0.751 0.036
C 2.054 -3.150 3.001 -0.006
C 3.540 2.295 -0.097 0.477
C -4.915 0.449 -1.777 0.003
C 0.927 -1.408 1.711 0.036
C -2.845 0.357 -0.491 -0.001
C -4.163 -0.044 -0.697 0.001
C -4.343 1.339 -2.668 -0.001
C 1.193 -2.195 0.542 0.119
C -3.014 1.758 -2.478 0.003
C 2.311 -3.884 1.844 0.147
H 2.850 -4.822 1.899 0.011
H 1.194 -1.376 3.850 0.006
H 2.894 4.097 -1.257 0.000
H 2.072 -3.950 -0.292 -0.004
H 2.952 0.408 0.933 0.000
H 2.397 -3.528 3.959 -0.004
H 0.580 3.010 -1.062 0.002
H 0.848 -1.795 -0.403 0.006
```

Calculated values
E_LUMO (alpha / beta), Eh: 0.1546 / 0.1545
HOMO-LUMO gap (alpha / beta), eV: 5.4754 / 6.3340
Charge: -2
Spin multiplicity: 4